45
Properties=species:S:1:pos:R:3:nbo_charge:R:1 method="wB97M-V/def2-TZVPD" charge=+1 orbital_gap_ev=7.25 spin_multiplicity=1 largest_force_ha_per_bohr=0.0477
O -2.0499 -6.3159 1.9004 -0.1327
N -2.1857 -5.4102 1.2140 0.3679
O -1.0370 -5.2504 0.3063 -0.4522
C -0.1891 -4.2102 0.7556 -0.1507
C -0.8290 -2.8781 0.5002 0.4626
N -2.0631 -2.6776 0.0509 -0.4686
C -2.3601 -1.3331 -0.0474 0.1754
C -3.6809 -0.7569 -0.4901 -0.4376
C -4.8049 -1.8302 -0.5582 -0.4625
C -6.0956 -1.3182 0.0253 0.1928
F -7.1456 -1.2052 -0.8119 -0.2925
C -6.2730 -1.0447 1.3461 0.6945
F -5.6843 -0.0873 2.0301 -0.2831
F -7.1302 -1.7148 2.0916 -0.2753
C -1.2308 -0.6770 0.3330 -0.0707
N -0.2988 -1.6629 0.6700 -0.6534
P 1.2718 -1.2714 1.2489 2.4729
O 2.0402 -2.4765 1.5069 -1.0573
O 1.0605 -0.3799 2.5491 -0.9550
O 1.9312 -0.3114 0.1924 -0.9577
H 0.7996 -4.3036 0.3203 0.2863
H -0.0684 -4.3204 1.8383 0.2335
H -2.6471 -3.4751 -0.1625 0.4636
H -3.5124 -0.2877 -1.4554 0.2578
H -3.9497 0.0024 0.2365 0.2555
H -4.5709 -2.7331 0.0028 0.2010
H -4.9756 -2.1271 -1.5904 0.2575
H -1.0473 0.3804 0.3771 0.2665
H 0.1335 -0.3788 2.8218 0.5180
H 2.4955 0.2983 0.7027 0.5426
O 2.5220 4.9475 -1.7994 -0.9251
S 3.1788 3.7223 -1.4740 2.3921
O 2.9622 3.0789 -0.2085 -0.9674
O 4.7345 3.8852 -1.7097 -0.7205
C 5.4178 4.9760 -1.0455 -0.0790
C 5.6358 4.7131 0.4304 -0.6414
C 2.8817 2.5515 -2.7549 -0.8872
H 4.8734 5.9067 -1.2089 0.2035
H 6.3766 5.0690 -1.5500 0.2039
H 4.6913 4.6871 0.9725 0.2227
H 6.2533 5.4993 0.8635 0.2274
H 6.1259 3.7512 0.5807 0.2162
H 3.0791 3.0225 -3.7135 0.2610
H 1.8374 2.2552 -2.6854 0.2438
H 3.5272 1.6906 -2.6015 0.2510